[1]
This record from OMol25 describes a structure of composition C27H64N8O8V in a non-equilibrium geometry. The level of theory is wB97M-V/def2-TZVPD.

As for the largest force on an atom: 2.01 eV/A. For the HOMO-LUMO gap (spin up / spin down), the calculation gives 0.2596 / 0.2783 Ha. The expectation value of S² is 0.78.

```
! wB97M-V def2-TZVPD RIJCOSX def2/J DEFGRID3
* xyz 2 2
O 0.7793 0.3741 -0.6780
V -0.1113 0.3959 0.5885
C 0.7353 -2.2627 -3.5875
C -0.0164 -2.3413 -4.8996
N -0.3222 -1.0482 -5.5191
C -1.4106 -0.3425 -4.8547
C -2.1022 0.6772 -5.7480
C 0.8478 -0.2135 -5.7072
C 1.8446 -0.8291 -6.6820
H 1.8110 -2.0973 -3.6557
H 0.6033 -3.1810 -3.0078
H 0.3321 -1.4419 -2.9841
H 0.5310 -2.9469 -5.6256
H -0.9780 -2.8377 -4.7565
H -2.1173 -1.1156 -4.5383
H -1.0312 0.1826 -3.9568
H -2.4663 0.2825 -6.6915
H -2.9121 1.1393 -5.1718
H -1.4273 1.5070 -5.9675
H 1.3388 0.0262 -4.7450
H 0.5226 0.7513 -6.0956
H 2.5837 -1.4662 -6.1869
H 2.4297 -0.0660 -7.1951
H 1.3282 -1.4451 -7.4166
C 2.6861 2.1121 2.1556
O 1.7252 1.6983 1.5182
N 3.8807 2.3827 1.6275
C 4.9832 2.8520 2.4284
C 4.0922 2.3307 0.1893
H 2.6700 2.2596 3.2481
H 5.9050 2.3376 2.1594
H 4.8090 2.6781 3.4910
H 5.1443 3.9284 2.3168
H 4.2154 3.3416 -0.2025
H 4.9968 1.7554 -0.0090
H 3.2534 1.8431 -0.2970
C -2.7734 0.2003 -1.5523
O -1.8163 0.2453 -0.7881
N -3.8602 -0.5454 -1.3631
C -4.9059 -0.6043 -2.3662
C -3.9529 -1.4570 -0.2314
H -2.8275 0.7311 -2.5125
H -4.9639 0.3285 -2.9263
H -5.8809 -0.8295 -1.9443
H -4.6865 -1.3848 -3.1045
H -4.9222 -1.3338 0.2524
H -3.8179 -2.4841 -0.5730
H -3.1831 -1.2130 0.4961
C 1.1287 -0.6550 3.5504
O 0.4476 -0.3782 2.5671
N 1.0938 0.0086 4.7012
C 0.1741 1.1312 4.8819
C 1.9759 -0.3172 5.7915
H 1.8757 -1.4566 3.5187
H 0.5944 1.8158 5.6165
H -0.7588 0.7788 5.3317
H 0.0006 1.5903 3.9151
H 1.4466 -0.3966 6.7409
H 2.5421 -1.2323 5.6262
H 2.7413 0.4574 5.9312
C -2.8849 0.9647 2.4958
O -1.8845 0.7391 1.8130
N -3.9042 1.7322 2.1539
C -5.0243 1.9721 3.0507
C -3.9798 2.3892 0.8529
H -2.9997 0.5476 3.5089
H -5.0287 3.0137 3.3626
H -4.9247 1.3227 3.9171
H -5.9368 1.7167 2.5152
H -4.0102 3.4710 1.0017
H -3.0681 2.1787 0.3027
H -4.8706 2.0459 0.3319
C 3.7314 -1.7204 1.1475
O 2.5985 -1.3645 0.8590
N 4.3698 -2.7512 0.5822
C 5.7693 -3.0120 0.8712
C 3.7189 -3.4246 -0.5295
H 4.3407 -1.2029 1.9098
H 6.1727 -2.2235 1.5099
H 6.3851 -3.0777 -0.0226
H 5.9033 -3.9201 1.4671
H 2.8179 -3.9259 -0.1746
H 3.4819 -2.7121 -1.3189
H 4.3856 -4.1891 -0.9203
C -0.7951 3.7186 0.0506
O -0.5464 2.5344 0.2384
N -0.8775 4.6465 1.0018
C -1.1892 6.0267 0.6987
C -0.6227 4.3578 2.3923
H -1.0304 4.1362 -0.9387
H -0.4662 6.6867 1.1702
H -2.1925 6.2415 1.0749
H -1.1942 6.1882 -0.3764
H -0.5514 3.2787 2.5276
H 0.3327 4.7860 2.6949
H -1.4589 4.7081 2.9974
C -0.2053 -3.0048 0.1529
O -0.4557 -1.8303 0.3837
N -0.6578 -4.0404 0.8627
C -0.3511 -5.4018 0.4720
C -1.6464 -3.8621 1.8987
H 0.3940 -3.3122 -0.7157
H -0.0257 -5.9948 1.3250
H 0.4439 -5.4021 -0.2718
H -1.2254 -5.8785 0.0221
H -1.1879 -4.0590 2.8720
H -1.9572 -2.8196 1.9330
H -2.5176 -4.4944 1.7440
*
```

[2]
This record from OMol25 describes a structure of composition C5H12N2O in a non-equilibrium geometry. The level of theory is wB97M-V/def2-TZVPD.

As for the largest force on an atom: 10.43 eV/A. For the HOMO-LUMO gap, the calculation gives 0.3174 Ha.

```
! wB97M-V def2-TZVPD RIJCOSX def2/J DEFGRID3
* xyz 0 1
C 1.4697 -0.7378 0.0006
C 0.1076 -0.4954 0.4200
C -0.9254 -0.5521 -0.7632
C 0.2395 0.7315 0.9150
C -0.7881 1.7629 0.5763
H 2.8698 0.8691 0.3071
H 2.7712 -0.5092 -1.4737
H 1.8091 -0.9443 0.9126
H 1.4500 -1.6733 -0.7998
H -1.2697 -1.5678 1.0155
H -0.3729 0.1483 -1.4188
H -0.8968 -1.5361 -1.3423
H -2.4791 0.7623 -0.1442
H -2.7700 -0.3043 -1.3530
H 1.7290 0.8047 1.7532
H -0.4879 2.6996 1.2038
H -1.7703 2.0976 -0.3574
N 2.1543 0.3331 -0.5909
N -2.4193 -0.3353 -0.3000
O -0.4208 -1.5534 1.4390
*
```

[3]
This record from OMol25 describes a structure of composition C33H59AuNP2Si in a non-equilibrium geometry. The level of theory is wB97M-V/def2-TZVPD.

As for the largest force on an atom: 3.18 eV/A. For the HOMO-LUMO gap (spin up / spin down), the calculation gives 0.2735 / 0.1910 Ha. The expectation value of S² is 2.06.

```
! wB97M-V def2-TZVPD RIJCOSX def2/J DEFGRID3
* xyz 1 3
Au -0.9790 -0.3101 -1.2726
C 3.0153 -1.4341 -0.9523
C 2.9236 -0.5392 -2.0481
C 3.1317 0.7123 -0.1398
C 3.1491 -0.6577 0.2352
C 3.0068 0.7913 -1.5537
C 3.0477 -2.9043 -1.0404
H 2.4785 -3.2691 -1.9056
H 2.6178 -3.3681 -0.1460
H 4.0797 -3.2810 -1.1461
C 3.3568 -1.1612 1.6076
H 3.4323 -2.2554 1.6316
H 2.5358 -0.8692 2.2792
H 4.2860 -0.7606 2.0430
C 3.2748 1.8685 0.7807
H 4.2237 2.3990 0.6168
H 3.2280 1.5516 1.8267
H 2.4705 2.5995 0.6224
C 3.0610 2.0122 -2.3663
H 4.0758 2.2024 -2.7488
H 2.7590 2.8943 -1.7826
H 2.3908 1.9439 -3.2373
C 2.8496 -0.9410 -3.4772
H 3.8157 -1.3128 -3.8484
H 2.5504 -0.1023 -4.1094
H 2.1079 -1.7387 -3.6198
C -1.9775 -1.2486 -3.2208
C -0.7968 -1.8140 -3.5991
C -0.3752 -1.9837 -5.0227
C 0.1513 -0.6828 -5.7459
C 0.0759 0.5987 -4.9674
C -1.1042 1.1764 -4.6456
C -2.4329 0.5977 -5.0172
C -2.9394 -0.6276 -4.2074
H -1.2113 -2.3836 -5.6145
H -0.4173 -0.5827 -6.6885
H 0.4442 -2.7165 -5.0422
H -3.2477 -1.4017 -4.9233
H -2.5534 -1.5476 -2.3073
H -0.0673 -2.1652 -2.8627
H -3.8460 -0.3220 -3.6612
H -3.1816 1.3982 -4.9019
H -1.1317 2.1979 -4.2756
H -2.4274 0.3288 -6.0868
H 1.2034 -0.8567 -6.0253
H 1.0147 1.1324 -4.8311
P -1.1786 -2.2644 0.3087
C -0.0927 -2.4266 1.7557
H -0.4211 -3.2105 2.4568
H -0.0532 -1.4822 2.3114
H 0.9216 -2.6939 1.4377
C -2.8291 -2.6169 1.0034
H -2.9063 -3.6389 1.4018
H -3.5870 -2.5169 0.2153
H -3.0844 -1.9194 1.8120
C -0.8251 -3.7269 -0.7040
H -1.2944 -3.5925 -1.6832
H -1.2038 -4.6556 -0.2603
H 0.2545 -3.8221 -0.8630
P -1.4170 1.9580 -0.7464
C -0.3280 2.8896 -1.8395
H -0.8339 3.7502 -2.2901
H 0.0144 2.2212 -2.6314
H 0.5530 3.2340 -1.2884
C -3.1216 2.2255 -1.2851
H -3.1942 2.1062 -2.3720
H -3.5034 3.2117 -1.0058
H -3.7611 1.4682 -0.8247
C -1.2312 2.7678 0.8644
H -1.7632 3.7362 0.9030
H -0.1684 2.9717 1.0556
H -1.5984 2.1319 1.6816
C -3.4897 0.8132 2.9917
Si -2.1390 0.4889 4.2633
C -2.2876 1.7634 5.6431
C -2.3076 -1.2330 4.9900
N -0.5941 0.6295 3.5068
C 0.5859 0.8940 4.0513
C 1.1926 2.1978 4.0025
C 2.1696 2.5760 4.9076
C 2.7005 1.6153 5.7892
C 2.3032 0.2713 5.7144
C 1.3227 -0.0993 4.8074
H -4.4433 0.4101 3.3639
H -3.2768 0.3526 2.0168
H -3.6338 1.8967 2.8333
H -3.2523 1.6791 6.1616
H -1.4887 1.6199 6.3806
H -2.1947 2.7782 5.2362
H -2.3153 -2.0235 4.2243
H -1.4667 -1.4308 5.6683
H -3.2398 -1.2958 5.5704
H 0.7424 2.9231 3.3081
H 2.5191 3.6070 4.9326
H 3.4429 1.9174 6.5292
H 2.7466 -0.4858 6.3638
H 0.9876 -1.1380 4.7273
*
```